{
  "formula": "C41H61ClIN9O2PPt",
  "method": "ωB97M-V/def2-TZVPD",
  "elements": ["Pt", "C", "C", "N", "C", "C", "C", "O", "C", "C", "N", "C", "C", "C", "C", "C", "C", "I", "C", "O", "H", "H", "H", "H", "H", "H", "H", "H", "H", "H", "H", "H", "C", "N", "C", "C", "N", "N", "C", "C", "H", "H", "H", "H", "H", "H", "H", "H", "H", "H", "H", "H", "H", "N", "P", "N", "C", "C", "C", "C", "C", "N", "C", "C", "C", "C", "C", "N", "C", "C", "C", "C", "C", "H", "H", "H", "H", "H", "H", "H", "H", "H", "H", "H", "H", "H", "H", "H", "H", "H", "H", "H", "H", "H", "H", "H", "H", "H", "H", "H", "H", "H", "H", "Cl", "C", "C", "C", "C", "C", "C", "C", "H", "H", "H", "H", "H", "H"],
  "xyz": [[-1.09288, -0.46765, 0.67173], [-1.83064, 5.24564, -1.78643], [-1.40102, 4.90953, -0.39450], [-0.60925, 5.72591, 0.24547], [-0.26583, 5.46936, 1.47916], [-0.60832, 4.28970, 2.18139], [0.07307, 4.03714, 3.49275], [0.71837, 5.25137, 3.91629], [-1.43562, 3.32275, 1.50051], [-1.72902, 2.10514, 2.17888], [-2.25907, 0.92344, 1.76699], [-3.58956, 0.61301, 2.20642], [-4.57787, 1.55250, 1.82052], [-5.82726, 1.57622, 2.40701], [-6.05491, 0.74846, 3.51470], [-5.12396, -0.19164, 3.87268], [-3.91360, -0.37121, 3.18861], [-2.84893, -2.07821, 3.85224], [-1.96972, 3.66980, 0.16804], [-2.82765, 3.06001, -0.46693], [-1.58146, 4.37407, -2.40877], [-1.28680, 6.16496, -2.07808], [-2.91036, 5.42519, -1.84016], [0.33749, 6.20096, 1.99005], [0.82022, 3.25081, 3.27388], [-0.60867, 3.58609, 4.24947], [1.13153, 5.16357, 4.79634], [-1.49972, 2.20830, 3.27380], [-4.30830, 2.17378, 0.97102], [-6.60815, 2.17662, 1.99288], [-6.99947, 0.80891, 4.09018], [-5.37624, -0.85051, 4.70692], [0.36919, -3.48941, 2.00384], [0.58168, -2.67172, 3.18541], [0.52375, -3.46277, 4.36843], [0.72936, -1.30793, 3.27509], [0.22491, -0.47121, 2.35648], [1.26767, -0.78174, 4.42988], [1.04077, 0.61321, 4.70444], [2.41023, -1.35938, 5.06461], [1.22297, -4.18720, 1.87280], [0.24735, -2.85678, 1.11341], [-0.54319, -4.05302, 2.16235], [-0.27715, -4.20700, 4.26476], [0.32177, -2.84335, 5.25783], [1.44608, -4.02555, 4.56819], [0.69630, 0.44341, 2.39944], [0.03651, 0.90482, 4.41171], [1.78324, 1.25070, 4.15047], [1.17631, 0.76399, 5.77342], [2.63322, -2.34618, 4.65489], [2.19788, -1.49795, 6.13916], [3.26012, -0.67965, 4.99822], [0.43213, -1.00279, -0.34895], [1.41086, -1.16082, -1.56563], [2.88548, -1.72721, -1.04966], [4.03289, -1.96458, -1.98537], [5.00832, -2.82813, -1.18580], [5.72970, -1.88692, -0.21004], [4.75084, -0.91594, 0.45215], [3.31443, -1.43345, 0.30261], [1.69713, 0.33261, -2.24435], [1.23228, 1.58562, -1.63811], [2.21272, 2.76320, -1.81341], [2.49568, 3.08584, -3.30073], [2.36024, 1.80774, -4.15748], [2.67321, 0.51974, -3.35837], [1.01147, -2.25967, -2.76070], [1.23998, -3.71994, -2.56046], [0.02379, -4.61506, -2.95052], [-0.66082, -4.21524, -4.29540], [-0.85888, -2.72070, -4.37596], [0.44617, -1.96345, -4.05593], [4.53662, -1.02141, -2.28196], [3.63490, -2.47416, -2.87231], [5.75784, -3.26739, -1.84982], [4.45765, -3.60628, -0.69875], [6.58909, -1.41952, -0.74374], [6.22358, -2.44550, 0.57279], [4.80524, 0.14666, 0.02653], [4.93598, -0.84253, 1.54216], [2.59021, -0.70658, 0.74706], [3.21429, -2.32469, 0.94983], [1.11414, 1.41375, -0.57036], [0.27102, 1.86077, -2.05901], [3.12701, 2.45731, -1.20660], [1.83460, 3.63051, -1.28566], [3.48376, 3.49770, -3.41042], [1.75403, 3.86107, -3.60739], [3.15520, 1.85754, -4.90885], [1.39611, 1.78300, -4.67158], [3.70790, 0.69010, -2.94006], [2.69920, -0.34928, -3.99935], [1.52716, -3.91952, -1.50221], [2.10555, -4.01876, -3.19274], [-0.69457, -4.57722, -2.08381], [0.33455, -5.68132, -2.99858], [-1.58041, -4.80046, -4.37879], [-0.05721, -4.59352, -5.11536], [-1.66578, -2.41636, -3.69212], [-1.24265, -2.36022, -5.32450], [1.17132, -2.28200, -4.84912], [0.28282, -0.87141, -4.17616], [-6.02910, 1.34493, -4.42652], [-4.96355, 1.08862, -3.08805], [-3.58041, 0.91819, -3.29359], [-2.86280, 0.17828, -2.37218], [-3.50853, -0.38330, -1.22089], [-2.71205, -1.22601, -0.32133], [-4.83865, 0.00209, -0.94699], [-5.53092, 0.82104, -1.84600], [-3.06333, 1.35199, -4.17167], [-1.80974, -0.03182, -2.62017], [-2.19529, -2.00671, -0.88761], [-3.28412, -1.65904, 0.50246], [-5.29726, -0.34930, -0.03743], [-6.51642, 1.24063, -1.57499]],
  "atomic_forces_ev_per_a": [[0.873, 1.317, 1.503], [0.659, 0.476, 0.233], [-1.575, -1.417, -0.843], [0.812, 1.294, 0.202], [0.113, 0.290, 0.083], [-1.361, -1.641, -1.190], [0.462, -0.158, 0.350], [-0.282, -0.732, 0.432], [0.570, 0.644, 0.686], [0.819, 1.182, 1.477], [-0.628, -3.092, -1.154], [0.103, 0.707, 0.820], [0.180, -0.647, 0.002], [0.447, -0.702, 0.333], [-0.977, 0.639, -0.215], [0.147, -0.874, 0.313], [-0.200, 0.811, -0.262], [0.123, 0.733, -0.477], [1.296, 1.316, 0.519], [-0.289, -0.778, 0.101], [-0.216, 0.386, -0.158], [-0.325, -0.630, -0.107], [0.173, -0.181, -0.019], [0.110, 0.130, -0.030], [-0.001, 0.191, 0.227], [0.291, 0.669, -0.241], [-0.427, -0.221, -0.658], [-0.377, -0.720, -0.891], [-0.094, 0.139, 0.188], [-0.274, 0.509, 0.025], [0.687, -0.035, -0.517], [0.219, 0.115, -0.318], [0.382, 0.787, -0.744], [0.483, 1.143, 0.212], [-0.108, -0.472, 1.519], [-1.268, 0.262, -1.301], [1.812, 0.113, 1.000], [-0.915, -0.395, -1.213], [0.743, 0.469, -0.258], [0.276, -0.486, 1.055], [-0.450, 0.333, 0.029], [0.223, -0.313, 0.286], [-0.173, -0.222, -0.141], [0.077, 0.196, 0.084], [-0.027, -0.298, -0.407], [-0.104, 0.006, -0.134], [-0.370, -0.620, 0.215], [-0.057, -0.037, 0.075], [-0.512, -0.284, 0.487], [0.005, 0.155, 0.029], [0.227, 0.431, -0.050], [0.155, -0.004, -0.267], [0.222, -0.137, -0.205], [-1.247, -0.901, -0.235], [0.882, 0.572, -0.727], [0.535, -0.141, -0.551], [-0.702, -0.339, 0.451], [0.835, 1.018, -0.908], [0.767, -0.206, -0.078], [-0.415, 1.492, -0.392], [-0.813, 0.480, 1.524], [0.293, -0.144, -1.166], [-0.072, 0.401, 0.192], [1.112, -1.204, 0.634], [-1.146, -0.244, 0.749], [0.653, -0.118, -0.114], [0.190, 1.355, 0.951], [0.015, -0.277, 0.898], [0.246, -0.460, -0.024], [-0.386, 0.252, 0.693], [0.354, -0.793, 0.828], [-0.381, 0.632, 0.739], [-0.350, 0.431, -1.236], [-0.324, -0.536, 0.069], [0.239, 0.200, 0.150], [-0.178, -0.146, 0.050], [-0.234, -0.551, 0.334], [-0.822, 0.148, 0.271], [0.070, -0.437, 0.230], [0.057, -1.394, 0.499], [0.027, 0.127, -0.594], [0.593, -0.375, -0.223], [0.044, 0.029, -0.251], [-0.272, 0.069, 0.044], [-0.429, 0.093, -0.019], [-0.648, 0.456, -1.032], [-0.288, 0.165, 0.058], [0.353, 0.284, -0.031], [0.609, -0.569, -0.031], [-0.354, -0.066, -0.258], [0.049, -0.245, 0.116], [-0.891, -0.337, -0.349], [-0.055, -0.243, -0.130], [-0.222, 0.268, -0.784], [-0.340, 0.191, 0.246], [0.347, 0.156, -0.922], [0.070, 0.702, 0.010], [-0.155, 0.354, 0.055], [0.382, 0.180, -0.212], [0.327, -0.045, 0.267], [0.225, -0.234, -0.478], [-0.206, 0.317, 0.495], [0.173, -0.612, 0.212], [0.090, 0.761, -0.085], [0.489, -0.188, 0.343], [-0.258, -0.006, -0.343], [-0.525, -0.340, 0.419], [0.047, 1.321, -0.973], [0.337, -0.354, -0.322], [1.233, 0.315, -0.623], [-0.293, -0.242, 0.299], [-0.644, -0.545, 0.419], [-0.435, 0.094, 0.551], [-0.343, -0.196, 0.058], [-0.146, -0.091, -0.093], [-0.166, 0.075, 0.132], [0.416, -0.705, -0.487]],
  "lowdin_spin": [0.673, 0.031, 0.244, 0.089, 0.252, 0.212, 0.027, 0.002, 0.092, 0.469, 0.500, 0.043, 0.037, -0.002, 0.038, -0.001, 0.049, 0.006, 0.091, 0.287, 0.010, 0.000, 0.011, 0.009, 0.006, 0.008, 0.000, 0.039, 0.001, -0.001, 0.002, 0.000, -0.002, -0.002, 0.000, 0.003, 0.071, 0.002, 0.002, 0.001, 0.000, -0.001, 0.000, 0.000, 0.000, 0.000, 0.003, 0.001, 0.000, 0.000, 0.000, 0.000, 0.000, 0.476, 0.080, 0.006, 0.001, 0.000, 0.001, 0.001, 0.008, 0.011, 0.002, 0.001, 0.000, 0.000, 0.001, 0.048, 0.002, 0.000, 0.000, 0.000, 0.004, 0.000, 0.000, 0.000, 0.000, 0.000, 0.000, 0.000, 0.000, 0.005, 0.000, 0.001, 0.000, 0.000, 0.000, 0.000, 0.000, 0.000, 0.000, 0.001, 0.000, 0.000, 0.002, 0.000, 0.000, 0.000, 0.000, 0.000, 0.000, 0.003, 0.000, 0.001, 0.004, 0.000, 0.004, 0.004, 0.022, 0.004, 0.000, 0.000, -0.001, 0.003, 0.004, 0.000, 0.000],
  "charge": 1,
  "multiplicity": 5,
  "de_lowest_kcal_mol": 10.1,
  "total_energy_ha": -3460.3260,
  "mol_weight_g_mol": 1100.4
}